Density functional theory data (ωB97M-V with the def2-TZVPD basis set) for a molecular structure, C29H36CaClIN6OSe in a non-equilibrium geometry.

Structure (ORCA input):
```
! RIJCOSX wB97M-V def2-TZVPD def2/J DEFGRID3
* xyz 0 1
Ca 0.3394 -0.1032 -0.3621
C -1.2196 1.2998 -2.8452
C -0.7203 -0.0555 -3.3477
N -0.7346 -1.0649 -2.2806
C -2.0474 -1.6318 -1.9752
C -2.8106 -0.7274 -1.0346
C -4.1854 -0.5650 -1.1073
C -4.7911 0.3248 -0.2316
C -4.0082 1.0257 0.6689
C -2.6364 0.7960 0.6843
C -1.7176 1.4822 1.6521
N -0.3773 1.6845 1.0934
C -0.1886 2.9486 0.3801
C -0.8738 2.9011 -0.9875
N -0.3982 1.7316 -1.7161
N -2.0639 -0.0762 -0.1444
H -2.2508 1.2153 -2.4990
H -1.2104 2.0206 -3.6728
H 0.3159 0.0581 -3.6654
H -1.3150 -0.3653 -4.2175
H -0.0925 -1.8054 -2.5384
H -1.8961 -2.5871 -1.4654
H -2.6430 -1.8189 -2.8773
H -4.7664 -1.1097 -1.8397
H -5.8609 0.4853 -0.2677
H -4.4459 1.7413 1.3523
H -1.6063 0.7911 2.4987
H -2.1629 2.4130 2.0253
H 0.2864 1.6202 1.8582
H 0.8852 3.0967 0.2311
H -0.5703 3.8086 0.9456
H -0.6966 3.8425 -1.5215
H -1.9532 2.8063 -0.8477
H 0.5488 1.8979 -2.0519
Cl 6.6723 3.3781 -0.8433
C 5.2631 2.3950 -1.1162
C 4.9771 1.9736 -2.3885
C 3.8539 1.1838 -2.6283
I 3.4132 0.5217 -4.5772
C 2.9549 0.7927 -1.6294
O 1.9069 0.0831 -1.8474
C 3.2988 1.2204 -0.2906
N 2.4808 0.7819 0.7011
C 2.7822 1.0652 1.9491
C 3.8895 1.8553 2.3027
C 4.7033 2.3444 1.3190
C 4.4452 2.0164 -0.0310
H 5.6312 2.2525 -3.2030
H 2.1370 0.6386 2.7156
H 4.0877 2.0644 3.3447
H 5.5554 2.9664 1.5566
C -1.0375 -5.8860 6.9245
C -0.8430 -4.8072 5.8903
C -1.7573 -3.7766 5.7337
C -1.5575 -2.7472 4.8199
C -2.6019 -1.6752 4.6867
C -0.3910 -2.7334 4.0386
Se -0.0752 -1.2225 2.8956
C 0.5196 -3.7982 4.1439
C 1.7551 -3.9159 3.2921
C 0.2741 -4.8089 5.0691
H -1.9527 -5.7244 7.4935
H -0.1999 -5.8973 7.6247
H -1.0917 -6.8735 6.4614
H -2.6547 -3.7664 6.3450
H -3.4491 -1.8773 5.3437
H -2.9558 -1.6203 3.6547
H -2.1837 -0.6978 4.9346
H 1.9219 -2.9941 2.7447
H 1.6464 -4.7394 2.5802
H 2.6348 -4.1182 3.9062
H 0.9908 -5.6218 5.1553
N 1.3871 -2.2383 -0.1323
H 2.1277 -2.3839 -0.8116
H 0.9688 -3.1336 0.0908
H 1.8265 -1.9145 0.7288
*
```

The value obtained for the energy above the lowest of the compared OMol25 structures with the same formula, charge and spin is 0.512 eV. The calculation puts the LUMO energy at 0.052 eV. The value obtained for the maximum force is 1.72 eV Å⁻¹.


Density functional theory data (ωB97M-V with the def2-TZVPD basis set) for a molecular structure, C29H36F3FeNPS4 in a non-equilibrium geometry.

Structure (ORCA input):
```
! RIJCOSX wB97M-V def2-TZVPD def2/J DEFGRID3
* xyz -1 5
Fe 0.8343 0.3380 0.1883
S -1.1529 1.6366 0.6102
C -1.9513 1.3811 -0.9061
C -3.0062 2.2446 -1.2476
C -3.6923 2.1315 -2.4371
C -3.3457 1.1451 -3.3554
C -2.3181 0.2768 -3.0463
C -1.6236 0.3815 -1.8449
S -0.3874 -0.8622 -1.5192
C 0.7845 -0.6768 -2.9378
C 2.1913 -0.5908 -2.4237
C 3.2240 -1.2726 -3.0436
C 4.5264 -1.0723 -2.6042
C 4.7385 -0.1981 -1.5533
C 3.6461 0.4027 -0.9417
C 3.8625 1.2787 0.2687
S 2.4236 2.2867 0.7829
C 2.5655 3.6220 -0.3863
C 3.3988 4.6941 -0.0979
C 3.5224 5.7426 -0.9931
C 2.7949 5.7111 -2.1815
C 1.9482 4.6606 -2.4654
C 1.7944 3.5871 -1.5652
S 0.6963 2.3157 -1.8823
N 2.3968 0.1923 -1.3558
H -3.2549 3.0256 -0.5418
H -4.5014 2.8164 -2.6593
H -3.8727 1.0486 -4.2956
H -2.0427 -0.5067 -3.7419
H 0.5131 0.2609 -3.4259
H 0.6565 -1.5196 -3.6158
H 3.0153 -1.9389 -3.8689
H 5.3526 -1.5859 -3.0773
H 5.7385 0.0045 -1.1927
H 4.6995 1.9578 0.1078
H 4.0824 0.6541 1.1379
H 3.9458 4.6948 0.8375
H 4.1740 6.5773 -0.7687
H 2.8859 6.5265 -2.8900
H 1.3718 4.6430 -3.3801
C -3.6250 -1.9183 -0.1920
C -3.1165 -1.5550 1.2054
C -3.8517 -0.2802 1.6264
P -1.1885 -1.4082 1.3865
C -0.9160 -3.2735 1.0430
C 0.4345 -3.6411 0.4268
C -1.1897 -4.2404 2.1931
C -1.1369 -1.2441 3.2850
C -0.9294 0.2172 3.7042
C -2.2624 -1.8233 4.1455
H -4.7067 -2.0780 -0.1516
H -3.1747 -2.8250 -0.5949
H -3.4359 -1.1098 -0.8927
H -3.4060 -2.3645 1.8871
H -3.7312 0.4919 0.8729
H -3.4806 0.1228 2.5640
H -4.9230 -0.4823 1.7354
H -1.6566 -3.4675 0.2656
H 1.2240 -3.6565 1.1729
H 0.7135 -2.9521 -0.3635
H 0.3706 -4.6423 -0.0106
H -0.5492 -4.0290 3.0493
H -0.9759 -5.2609 1.8611
H -2.2328 -4.2133 2.5043
H -0.2258 -1.7896 3.5369
H -1.8613 0.7794 3.6668
H -0.2281 0.7311 3.0586
H -0.5459 0.2580 4.7272
H -3.2075 -1.3049 3.9955
H -1.9800 -1.6937 5.1943
H -2.4211 -2.8849 3.9807
F 1.7532 0.0877 2.2173
C 1.4309 -1.2360 1.8169
F 2.2444 -1.3431 0.6607
F 2.1530 -1.9848 2.7350
*
```

The value obtained for the energy above the lowest of the compared OMol25 structures with the same formula, charge and spin is 3.260 eV. The calculation puts the LUMO energy (alpha / beta) at 2.502 / 2.498 eV. The value obtained for the maximum force is 2.28 eV Å⁻¹.